{"formula": "C39H34CoN3P2", "method": "the ωB97M-V functional and the def2-TZVPD basis", "symbols": ["Co", "C", "P", "C", "C", "C", "C", "C", "C", "C", "C", "C", "C", "C", "C", "C", "C", "C", "C", "C", "P", "C", "C", "C", "C", "C", "C", "C", "C", "C", "C", "C", "C", "N", "H", "H", "H", "H", "H", "H", "H", "H", "H", "H", "H", "H", "H", "H", "H", "H", "H", "H", "H", "H", "H", "H", "H", "H", "H", "H", "N", "C", "C", "C", "C", "C", "C", "C", "C", "N", "C", "H", "H", "H", "H", "H", "H", "H", "H"], "positions_angstrom": [[-0.42643, -0.20502, 0.21450], [1.57820, 0.36033, -2.25138], [-0.11450, -0.29256, -2.01870], [-1.25552, 0.78160, -2.93991], [-0.97132, 2.13682, -3.08810], [-1.91107, 2.99483, -3.64465], [-3.14538, 2.50898, -4.04865], [-3.44306, 1.16079, -3.89438], [-2.50592, 0.30356, -3.33835], [-0.18872, -1.91672, -2.81814], [-0.42358, -2.08987, -4.18103], [-0.44738, -3.36482, -4.72686], [-0.23362, -4.47425, -3.92028], [0.01095, -4.31198, -2.56411], [0.02859, -3.03784, -2.01462], [2.01019, 0.90958, -0.92486], [3.10345, 1.64987, -0.56035], [3.05028, 1.79602, 0.85428], [1.92840, 1.13539, 1.28073], [1.37850, 0.90909, 2.65908], [-0.13799, -0.10078, 2.47037], [0.17998, -1.66259, 3.33785], [1.01865, -2.56496, 2.67740], [1.31939, -3.79007, 3.24979], [0.77079, -4.13271, 4.47922], [-0.05924, -3.24139, 5.14125], [-0.35338, -2.00647, 4.57645], [-1.52727, 0.71059, 3.31858], [-1.50528, 2.05343, 3.68158], [-2.65882, 2.68361, 4.13476], [-3.85012, 1.98260, 4.22158], [-3.88811, 0.64142, 3.85906], [-2.73827, 0.01589, 3.40760], [1.27180, 0.58800, 0.19759], [1.59547, 1.09954, -3.05302], [2.20478, -0.47440, -2.57599], [-0.01719, 2.53403, -2.76156], [-1.67486, 4.04419, -3.76358], [-3.87300, 3.17814, -4.48896], [-4.40346, 0.77595, -4.21179], [-2.74835, -0.74663, -3.22490], [-0.58081, -1.22931, -4.81907], [-0.62898, -3.49216, -5.78577], [-0.25377, -5.46647, -4.35108], [0.18911, -5.17535, -1.93684], [0.22783, -2.90943, -0.95456], [3.86860, 2.02540, -1.22163], [3.76481, 2.30843, 1.47937], [1.14859, 1.84078, 3.17474], [2.07279, 0.36138, 3.29916], [1.44901, -2.29685, 1.71677], [1.98162, -4.47674, 2.73936], [0.99678, -5.09300, 4.92327], [-0.47378, -3.50137, 6.10616], [-0.97729, -1.30646, 5.11672], [-0.59290, 2.62954, 3.61301], [-2.62049, 3.72676, 4.41964], [-4.74595, 2.47504, 4.57573], [-4.81257, 0.08366, 3.93112], [-2.78407, -1.03590, 3.14267], [-2.13955, -1.33091, 0.21123], [-3.29530, -0.50393, -0.09986], [-4.51544, -1.00507, -0.43636], [-5.59392, -0.12854, -0.71075], [-5.43106, 1.22451, -0.62664], [-4.16611, 1.76974, -0.29666], [-3.89035, 3.15783, -0.22724], [-2.62164, 3.58111, 0.03520], [-1.60229, 2.61878, 0.21432], [-1.83406, 1.33200, 0.17682], [-3.09823, 0.89578, -0.05622], [-2.11909, -2.14910, -0.39158], [-2.21920, -1.67504, 1.16542], [-4.66698, -2.07732, -0.48650], [-6.55554, -0.54503, -0.97722], [-6.26017, 1.89358, -0.81923], [-4.69209, 3.86735, -0.39199], [-2.37666, 4.63248, 0.08618], [-0.57040, 2.91598, 0.37700]], "lowdin_spin": [0.959, 0.000, -0.008, -0.002, -0.002, 0.000, -0.002, 0.000, -0.001, 0.001, 0.000, 0.000, 0.000, 0.000, 0.004, 0.003, 0.006, 0.007, 0.002, -0.001, -0.007, 0.002, 0.004, 0.000, 0.000, 0.000, 0.000, -0.002, -0.001, 0.000, -0.001, 0.000, -0.001, -0.006, 0.000, 0.000, 0.000, 0.000, 0.000, 0.000, 0.000, 0.000, 0.000, 0.000, 0.000, 0.004, 0.000, 0.000, 0.000, 0.000, 0.003, 0.000, 0.000, 0.000, 0.000, 0.000, 0.000, 0.000, 0.000, 0.000, -0.005, 0.001, -0.001, 0.000, 0.000, 0.001, -0.003, 0.002, 0.002, 0.036, 0.002, 0.001, 0.001, 0.000, 0.000, 0.000, 0.000, 0.000, 0.001], "e_above_lowest_kcal_mol": 0.0, "lumo_energy_ha": [-0.10425, -0.10383], "s_squared": 0.765, "charge": 1, "homo_energy_ev": [-9.8, -9.7], "total_energy_ev": -101667.42110, "gap_ev": [6.92, 6.92], "spin_multiplicity": 2}

***

{"formula": "C39H35AsN6O2PdS", "method": "the ωB97M-V functional and the def2-TZVPD basis", "symbols": ["Pd", "N", "C", "S", "N", "N", "C", "C", "C", "C", "C", "C", "C", "O", "H", "H", "H", "H", "H", "H", "H", "C", "C", "C", "C", "C", "N", "C", "O", "N", "C", "C", "C", "C", "N", "C", "C", "C", "H", "H", "H", "H", "H", "H", "H", "H", "H", "H", "H", "H", "H", "C", "C", "C", "C", "C", "C", "As", "C", "C", "C", "C", "C", "C", "C", "C", "C", "C", "C", "C", "H", "H", "H", "H", "H", "H", "H", "H", "H", "H", "H", "H", "H", "H", "H"], "positions_angstrom": [[0.19884, -0.32928, -0.05257], [0.37262, 1.82816, 3.79198], [0.52649, 1.21907, 2.57385], [-0.96484, 0.88606, 1.72598], [1.74905, 0.93900, 2.22814], [1.88053, 0.30509, 1.00844], [3.07791, 0.17260, 0.55779], [3.48960, -0.35229, -0.72889], [4.84198, -0.11960, -1.04724], [5.39603, -0.49460, -2.24578], [4.57998, -1.14731, -3.17683], [3.26535, -1.41158, -2.89849], [2.65877, -1.03390, -1.67306], [1.41594, -1.34025, -1.49190], [-0.47884, 2.34772, 3.92149], [1.21126, 2.23779, 4.17428], [3.86924, 0.55686, 1.20328], [5.45638, 0.38255, -0.30893], [6.43574, -0.29717, -2.45995], [4.98977, -1.44779, -4.13278], [2.63049, -1.91081, -3.61800], [-5.44040, -3.89953, 0.87968], [-4.47161, -3.41699, 1.92017], [-3.74826, -4.30599, 2.70380], [-2.85329, -3.86481, 3.66690], [-2.64729, -2.50411, 3.84511], [-1.73285, -1.98985, 4.79058], [-0.60913, -2.58185, 5.31205], [-0.20972, -2.33806, 6.43053], [0.04895, -3.50600, 4.50913], [0.21426, -3.49163, 3.11790], [0.69537, -4.62766, 2.47979], [0.86477, -4.61199, 1.10769], [0.54792, -3.46443, 0.40059], [0.09099, -2.37053, 1.01499], [-0.06390, -2.37234, 2.33597], [-3.36648, -1.59857, 3.06991], [-4.27086, -2.05528, 2.12969], [-5.48521, -4.98732, 0.85914], [-5.15095, -3.55799, -0.11506], [-6.44650, -3.52534, 1.07379], [-3.89040, -5.37085, 2.57021], [-2.31678, -4.57997, 4.27286], [-2.03273, -1.19474, 5.33477], [0.74621, -4.01271, 5.03518], [0.92729, -5.51460, 3.05654], [1.23744, -5.48213, 0.58623], [0.68800, -3.38797, -0.66900], [-0.42225, -1.44820, 2.76688], [-3.18302, -0.53914, 3.18037], [-4.81851, -1.33522, 1.53428], [1.01245, 5.62664, 1.02441], [-0.20867, 5.47025, 0.38836], [-0.45684, 4.34334, -0.38176], [0.52037, 3.36453, -0.52695], [1.73419, 3.51373, 0.13798], [1.98198, 4.64343, 0.90204], [0.18535, 1.71994, -1.50357], [-1.58177, 1.99742, -2.24207], [-1.84153, 3.01224, -3.16112], [-3.11617, 3.17779, -3.67584], [-4.14193, 2.32893, -3.27700], [-3.88825, 1.31779, -2.36402], [-2.60934, 1.15370, -1.84788], [1.31220, 1.84277, -3.08361], [0.83556, 1.41108, -4.31589], [1.67644, 1.38347, -5.41954], [2.99871, 1.77833, -5.29914], [3.48329, 2.19285, -4.06782], [2.64622, 2.21935, -2.96437], [1.20376, 6.50702, 1.62364], [-0.97694, 6.22414, 0.49372], [-1.42341, 4.22820, -0.85504], [2.48697, 2.73646, 0.09731], [2.92895, 4.74466, 1.41391], [-1.04241, 3.67287, -3.48190], [-3.31031, 3.96709, -4.38937], [-5.13740, 2.45746, -3.67992], [-4.68267, 0.65496, -2.04964], [-2.42021, 0.35996, -1.12076], [-0.19191, 1.08393, -4.42373], [1.29369, 1.04748, -6.37376], [3.65338, 1.75373, -6.16013], [4.51860, 2.48414, -3.95813], [3.05436, 2.52570, -2.00990]], "lowdin_spin": [1.266, 0.009, 0.016, 0.128, 0.023, 0.154, 0.003, 0.002, -0.002, 0.001, -0.002, 0.006, 0.004, 0.106, 0.003, 0.001, 0.006, 0.000, 0.000, 0.000, 0.000, 0.000, 0.000, 0.000, 0.000, 0.000, 0.000, 0.000, 0.000, 0.000, 0.001, 0.001, 0.002, 0.007, 0.058, 0.005, 0.001, 0.000, 0.000, 0.000, 0.000, 0.000, 0.000, 0.000, 0.000, 0.000, 0.000, 0.001, 0.000, 0.001, 0.000, 0.002, 0.000, 0.004, 0.008, 0.002, 0.000, 0.092, 0.019, 0.004, 0.001, 0.000, 0.000, 0.010, 0.021, 0.009, 0.000, 0.007, -0.001, 0.008, 0.000, 0.000, 0.000, 0.000, 0.000, 0.001, 0.000, 0.000, 0.000, 0.010, 0.000, 0.000, 0.000, 0.000, 0.000], "e_above_lowest_kcal_mol": 0.0, "lumo_energy_ha": [0.02025, -0.02489], "s_squared": 2.008, "homo_energy_ev": [-6.7, -7.1], "total_energy_ev": -129201.20083, "gap_ev": [7.23, 6.42], "spin_multiplicity": 3}